[1]
{"formula": "C2H3Cl2N", "method": "ωB97M-V/def2-TZVPD", "homo_ev": -11.0, "total_charge": 0, "lumo_energy_ev": 0.75, "e_above_lowest_kj_mol": 107.9, "homo_lumo_gap_ha": 0.432, "species": ["C", "C", "N", "Cl", "Cl", "H", "H", "H"], "xyz": [[-2.561, -2.695, 0.222], [0.654, -0.642, -0.721], [-2.152, -2.872, 1.283], [1.288, 0.692, -1.823], [2.054, -1.464, -0.043], [0.054, -0.077, 0.053], [0.073, -1.285, -1.300], [-1.764, -2.578, 2.083]], "lowdin_charge": [-0.062, -0.979, 0.068, 0.426, 0.497, 0.047, -0.014, 0.016]}

[2]
{"formula": "C2H3Cl2N2", "method": "ωB97M-V/def2-TZVPD", "homo_ev": [-14.5, -14.5], "total_charge": 1, "lumo_energy_ev": [-6.89, -6.88], "e_above_lowest_kj_mol": 562.9, "homo_lumo_gap_ha": [0.279, 0.279], "species": ["C", "C", "N", "N", "Cl", "Cl", "H", "H", "H"], "xyz": [[-0.520, 0.017, 0.389], [2.034, 0.036, -0.460], [-1.094, -0.671, 1.304], [1.663, 0.436, -1.674], [-2.900, -0.338, 1.555], [-0.355, -1.876, 2.367], [-1.484, 0.697, 0.331], [0.594, 0.362, -1.677], [2.063, 1.337, -2.134]], "lowdin_charge": [-0.118, 0.341, -0.906, 0.051, 0.618, 0.656, 0.040, 0.118, 0.199]}

[3]
{"formula": "C2H3Cl2N2P", "method": "ωB97M-V/def2-TZVPD", "homo_ev": -9.2, "total_charge": 0, "lumo_energy_ev": 0.46, "e_above_lowest_kj_mol": 52.0, "homo_lumo_gap_ha": 0.355, "species": ["C", "C", "N", "N", "P", "Cl", "Cl", "H", "H", "H"], "xyz": [[0.561, 0.245, -0.946], [0.089, 0.878, 0.340], [0.524, -0.976, -1.089], [-0.423, -0.269, 1.044], [-0.030, -1.782, 0.249], [1.034, 1.366, -2.187], [-1.700, -2.404, -0.585], [0.845, 1.557, 1.013], [-0.836, 1.556, 0.112], [-0.064, -0.171, 2.049]], "lowdin_charge": [-0.877, -0.321, -0.218, -0.293, 0.406, 0.667, 0.238, 0.167, 0.131, 0.101]}

[4]
{"formula": "C2H3Cl2NO3", "method": "ωB97M-V/def2-TZVPD", "homo_ev": -10.3, "total_charge": 0, "lumo_energy_ev": 0.31, "e_above_lowest_kj_mol": 77.0, "homo_lumo_gap_ha": 0.391, "species": ["O", "N", "O", "O", "H", "C", "C", "Cl", "Cl", "H", "H"], "xyz": [[-1.666, -2.175, 1.650], [-1.077, -1.448, 0.934], [-1.371, -1.031, -0.145], [0.141, -1.029, 1.435], [0.591, -0.404, 0.822], [1.312, 0.953, -0.537], [0.040, 1.008, -0.906], [-1.163, 1.863, -0.027], [-0.504, 0.339, -2.395], [1.669, 1.471, 0.336], [2.027, 0.453, -1.166]], "lowdin_charge": [0.150, -0.463, -0.017, 0.087, 0.063, -0.116, -1.229, 0.689, 0.685, 0.078, 0.074]}

[5]
{"formula": "C2H3Cl2NOS", "method": "ωB97M-V/def2-TZVPD", "homo_ev": -9.8, "total_charge": 0, "lumo_energy_ev": -0.73, "e_above_lowest_kj_mol": 200.4, "homo_lumo_gap_ha": 0.335, "species": ["Cl", "C", "Cl", "C", "N", "S", "O", "H", "H", "H"], "xyz": [[2.850, 0.117, 1.245], [1.733, -0.447, 0.017], [2.168, 0.341, -1.587], [0.257, 0.141, 0.233], [-0.522, -0.897, -0.444], [0.065, -2.395, -0.010], [1.844, -1.719, -0.183], [0.125, 0.173, 1.396], [-0.015, 1.181, -0.158], [-0.494, -0.597, -1.390]], "lowdin_charge": [0.663, -1.393, 0.575, -0.323, -0.408, 0.994, -0.423, 0.129, 0.133, 0.054]}

[6]
{"formula": "C2H3Cl3N2", "method": "ωB97M-V/def2-TZVPD", "homo_ev": -9.6, "total_charge": 0, "lumo_energy_ev": -0.91, "e_above_lowest_kj_mol": 386.3, "homo_lumo_gap_ha": 0.320, "species": ["H", "N", "C", "Cl", "N", "Cl", "C", "Cl", "H", "H"], "xyz": [[-0.460, -2.893, -0.070], [0.338, -2.269, -0.268], [0.560, -1.050, -0.060], [2.481, -0.861, -0.840], [0.335, 0.263, 0.388], [1.580, 1.017, 1.497], [-0.980, 1.225, 0.027], [-0.694, 2.607, -1.075], [-1.493, 1.409, 1.010], [-1.666, 0.552, -0.610]], "lowdin_charge": [0.091, 0.095, -0.611, 0.214, -0.513, 0.557, -0.544, 0.546, 0.082, 0.083]}